Entry 1:
Formula: C2H4N2O2
Source: the Open Molecules 2025 dataset
Level of theory: ωB97M-V/def2-TZVPD

Geometry (Å):
N1 1.833 -0.172 -0.027
C1 0.479 -0.035 0.119
O1 0.041 -0.542 1.277
N2 -0.352 0.469 -0.721
C2 -2.483 -0.168 0.200
O2 -3.258 0.148 -0.571
H1 2.359 -0.375 0.811
H2 2.267 0.470 -0.668
H3 0.054 0.734 -1.608
H4 -0.939 -0.530 1.190

Cartesian forces (eV/Å) of the 6 atoms listed first:
N 0.1 0.1 0.1
C -0.2 0.2 -0.6
O 0.0 0.0 -0.1
N 0.5 -0.3 0.3
C -1.6 0.3 -0.9
O 0.8 -0.4 0.9

The value obtained for the energy above the lowest of the compared OMol25 structures with the same formula, charge and spin is 127.0 kJ/mol. The value obtained for the orbital gap is 10.41 eV.



Entry 2:
Formula: C30H33AsNO5RhSSi
Source: the Open Molecules 2025 dataset
Level of theory: ωB97M-V/def2-TZVPD

Geometry (Å):
Rh1 0.002 0.417 0.324
O1 -0.147 1.146 -3.895
C1 -0.251 0.805 -2.735
O2 0.025 1.462 -1.693
C2 -0.801 -0.607 -2.429
C3 -1.640 -1.279 -3.300
C4 -2.217 -2.469 -2.877
C5 -1.950 -2.931 -1.594
C6 -1.100 -2.193 -0.794
N1 -0.514 -1.078 -1.221
C7 -0.898 -2.521 0.698
O3 -1.109 -3.660 1.068
O4 -0.592 -1.508 1.387
H1 -1.828 -0.864 -4.279
H2 -2.889 -3.013 -3.522
H3 -2.389 -3.832 -1.194
C8 3.772 -1.487 0.171
As1 2.518 -0.170 -0.590
C9 2.817 -0.540 -2.492
C10 3.494 1.561 -0.409
C11 4.776 1.707 -1.151
C12 4.827 2.342 -2.389
C13 6.036 2.520 -3.039
C14 7.207 2.050 -2.468
C15 7.169 1.410 -1.240
C16 5.962 1.244 -0.586
H4 4.787 -1.354 -0.203
H5 3.419 -2.483 -0.102
H6 3.764 -1.409 1.259
H7 3.885 -0.489 -2.716
H8 2.291 0.203 -3.088
H9 2.432 -1.527 -2.751
H10 3.661 1.686 0.663
H11 2.762 2.304 -0.736
H12 3.913 2.717 -2.828
H13 6.072 3.041 -3.985
H14 8.151 2.198 -2.972
H15 8.085 1.059 -0.788
H16 5.927 0.776 0.389
C17 -2.616 3.130 4.782
C18 -1.851 4.087 4.131
C19 -0.818 3.702 3.297
C20 -0.514 2.356 3.107
C21 -1.287 1.405 3.768
C22 -2.328 1.786 4.596
Si1 0.988 1.865 2.028
C23 2.273 0.856 3.033
C24 3.465 1.460 3.430
C25 4.406 0.771 4.172
C26 4.169 -0.546 4.536
C27 2.996 -1.168 4.136
C28 2.061 -0.476 3.386
H17 -3.418 3.431 5.442
H18 -2.050 5.138 4.280
H19 -0.225 4.455 2.801
H20 -1.062 0.356 3.635
H21 -2.915 1.032 5.100
H22 1.685 3.182 1.799
H23 3.649 2.492 3.172
H24 5.324 1.264 4.465
H25 4.897 -1.083 5.127
H26 2.808 -2.199 4.401
H27 1.156 -0.974 3.069
C29 -3.481 -0.228 1.393
S1 -2.512 0.794 0.227
C30 -3.236 2.407 0.719
O5 -3.064 0.508 -1.095
H28 -4.522 0.065 1.344
H29 -3.065 -0.073 2.381
H30 -3.368 -1.267 1.096
H31 -3.025 2.583 1.767
H32 -4.299 2.367 0.520
H33 -2.772 3.172 0.106

Cartesian forces (eV/Å) of the 6 atoms listed first:
Rh 0.7 -1.8 -2.9
O 0.1 0.4 -0.1
C -0.8 -2.0 -0.6
O 1.0 1.4 2.6
C 0.2 0.5 -0.3
C 0.2 -0.4 -0.1

The value obtained for the energy above the lowest of the compared OMol25 structures with the same formula, charge and spin is 324.4 kJ/mol. The value obtained for the orbital gap is 7.16 eV.



Entry 3:
Formula: C7H8
Source: the Open Molecules 2025 dataset
Level of theory: ωB97M-V/def2-TZVPD

Geometry (Å):
C1 1.874 1.094 0.108
C2 0.598 0.386 0.142
C3 -0.483 0.995 -0.606
C4 -1.617 0.220 -0.793
C5 -1.551 -1.143 -0.525
C6 -0.813 -1.515 0.626
C7 0.397 -0.890 0.725
H1 1.974 1.784 -0.729
H2 2.758 0.400 0.168
H3 2.127 1.612 1.057
H4 -0.612 2.061 -0.595
H5 -2.610 0.619 -1.026
H6 -2.177 -1.922 -0.970
H7 -1.138 -2.345 1.247
H8 1.274 -1.357 1.171

Cartesian forces (eV/Å) of the 6 atoms listed first:
C 1.9 -0.5 1.2
C -0.3 0.7 -2.3
C -2.0 -1.2 1.8
C 0.9 1.9 -0.9
C -0.9 -1.3 2.1
C 0.2 -0.8 -0.7

Its expectation value of S² is 0.7690. As for the spin multiplicity: 2. The net charge is +1. The value obtained for the energy above the lowest of the compared OMol25 structures with the same formula, charge and spin is 112.2 kJ/mol. The value obtained for the orbital gap (spin up / spin down) is 9.63 / 6.80 eV.



Entry 4:
Formula: C4H9NO
Source: the Open Molecules 2025 dataset
Level of theory: ωB97M-V/def2-TZVPD

Geometry (Å):
C1 0.360 -0.518 2.221
C2 -1.308 0.096 0.833
N1 -0.685 0.225 -0.330
C3 0.572 0.030 -0.443
O1 1.240 0.117 -1.577
C4 0.477 0.444 -2.743
H1 1.417 -0.567 2.529
H2 -0.106 0.190 2.911
H3 -0.056 -1.516 2.383
H4 -1.644 0.999 1.342
H5 -1.907 -0.798 1.007
H6 0.760 -0.276 0.967
H7 1.173 0.444 -3.582
H8 0.017 1.430 -2.625
H9 -0.311 -0.301 -2.895

Cartesian forces (eV/Å) of the 6 atoms listed first:
C -0.1 0.0 0.2
C -0.1 0.0 0.0
N 0.3 -0.1 0.1
C -0.2 0.0 0.0
O 0.0 0.0 0.1
C -0.1 0.1 -0.2

The value obtained for the energy above the lowest of the compared OMol25 structures with the same formula, charge and spin is 524.2 kJ/mol. The value obtained for the orbital gap is 9.27 eV.



Entry 5:
Formula: C2H6NS
Source: the Open Molecules 2025 dataset
Level of theory: ωB97M-V/def2-TZVPD

Geometry (Å):
C1 -0.513 -1.011 0.147
C2 0.070 -0.067 -0.756
N1 -0.481 0.437 0.472
S1 2.656 0.264 0.388
H1 -1.423 -1.526 -0.098
H2 0.190 -1.676 0.626
H3 0.776 0.198 -1.414
H4 -1.331 0.989 0.402
H5 0.229 0.721 1.058
H6 3.404 0.620 -0.548

Cartesian forces (eV/Å) of the 6 atoms listed first:
C 0.9 -1.1 -1.1
C 0.3 -1.6 3.1
N -1.9 -0.4 -1.7
S -3.6 -1.4 1.8
H -0.8 0.4 0.1
H 0.1 0.2 0.7

The net charge is +1. The value obtained for the energy above the lowest of the compared OMol25 structures with the same formula, charge and spin is 481.4 kJ/mol. The value obtained for the orbital gap (spin up / spin down) is 6.47 / 6.48 eV.



Entry 6:
Formula: C21H55BrNO16P4
Source: the Open Molecules 2025 dataset
Level of theory: ωB97M-V/def2-TZVPD

Geometry (Å):
C1 -4.755 2.351 -3.144
C2 -5.298 1.200 -3.999
C3 -4.343 0.542 -5.010
C4 -2.918 0.330 -4.545
C5 -2.298 -1.059 -4.699
C6 -3.019 -2.092 -3.825
C7 -2.471 -2.246 -2.417
C8 -0.787 -0.824 -4.440
C9 -0.597 0.702 -4.536
N1 -1.853 1.112 -5.281
Br1 -2.075 2.961 -5.555
H1 -3.674 2.468 -3.191
H2 -4.998 2.193 -2.096
H3 -5.193 3.305 -3.423
H4 -5.717 0.427 -3.358
H5 -6.138 1.575 -4.578
H6 -4.748 -0.446 -5.228
H7 -4.359 1.067 -5.967
H8 -2.798 0.572 -3.488
H9 -2.402 -1.366 -5.744
H10 -4.066 -1.798 -3.755
H11 -2.990 -3.054 -4.333
H12 -1.425 -2.529 -2.383
H13 -2.609 -1.330 -1.841
H14 -3.035 -3.017 -1.898
H15 -0.446 -1.129 -3.458
H16 -0.194 -1.295 -5.217
H17 -0.676 1.205 -3.578
H18 0.278 1.039 -5.078
H19 -1.772 0.697 -6.210
C10 -2.809 0.679 2.097
O1 -1.953 0.506 0.959
P1 -0.808 -0.601 1.030
O2 -1.291 -1.971 1.148
O3 0.206 -0.098 2.126
C11 0.143 -0.617 3.477
O4 -0.037 -0.294 -0.318
C12 0.340 1.054 -0.621
H20 -2.994 -0.273 2.595
H21 -2.357 1.383 2.795
H22 -3.751 1.082 1.736
H23 -0.234 -1.638 3.471
H24 -0.507 0.016 4.081
H25 1.147 -0.609 3.888
H26 0.782 1.542 0.246
H27 -0.529 1.623 -0.956
H28 1.085 1.003 -1.414
C13 5.661 -0.338 6.260
O5 5.544 -0.293 4.834
P2 4.573 -1.303 4.097
O6 3.159 -1.187 4.449
O7 5.183 -2.751 4.340
C14 4.666 -3.596 5.378
O8 4.906 -1.013 2.595
C15 6.281 -0.983 2.156
H29 4.709 -0.594 6.726
H30 6.426 -1.060 6.545
H31 5.964 0.652 6.588
H32 3.612 -3.391 5.552
H33 5.234 -3.448 6.296
H34 4.786 -4.624 5.045
H35 6.825 -1.849 2.530
H36 6.760 -0.065 2.492
H37 6.259 -1.013 1.071
C16 8.141 4.671 1.015
O9 8.667 4.612 2.343
P3 7.923 3.719 3.426
O10 7.837 2.297 3.121
O11 6.510 4.420 3.656
C17 5.337 3.910 3.009
O12 8.714 4.078 4.728
C18 9.000 5.447 5.062
H38 7.707 3.714 0.721
H39 7.392 5.461 0.948
H40 8.968 4.903 0.350
H41 5.421 2.835 2.853
H42 5.186 4.417 2.055
H43 4.494 4.116 3.662
H44 8.118 6.072 4.930
H45 9.816 5.816 4.445
H46 9.295 5.455 6.107
C19 -9.014 -3.761 -1.691
O13 -7.984 -2.934 -1.131
P4 -6.934 -2.248 -2.097
O14 -7.470 -1.323 -3.087
O15 -6.078 -3.441 -2.725
C20 -6.404 -3.952 -4.026
O16 -5.933 -1.606 -1.077
C21 -5.382 -2.365 0.015
H47 -9.342 -3.378 -2.658
H48 -8.651 -4.784 -1.793
H49 -9.851 -3.744 -1.001
H50 -6.845 -3.173 -4.645
H51 -7.094 -4.791 -3.936
H52 -5.479 -4.301 -4.478
H53 -5.044 -3.345 -0.319
H54 -6.102 -2.484 0.821
H55 -4.523 -1.806 0.377

Cartesian forces (eV/Å) of the 6 atoms listed first:
C 0.0 0.0 0.1
C -0.1 0.2 -0.1
C -0.1 -0.2 -0.1
C -0.1 -0.4 0.3
C 0.0 -0.2 0.0
C 0.3 -0.1 0.0

The net charge is +1. The value obtained for the orbital gap is 7.90 eV.



| no. | strongest force on any atom (eV/A) |
| --- | --- |
| 1 | 1.894 |
| 2 | 3.480 |
| 3 | 2.922 |
| 4 | 0.301 |
| 5 | 4.225 |
| 6 | 0.635 |